This record from the OMol25 dataset describes C36H65N5OSi5SnTe as an isolated structure. The level of theory is ωB97M-V with the def2-TZVPD basis set.

Computed properties:
* energy: -100402.9035 eV
* energy relative to the best compared isomer or geometry (same formula, charge and spin): 52.14 kJ/mol
* HOMO: -6.996 eV
* largest force on an atom: 0.00856 hartree/bohr
* lowest unoccupied orbital energy: -0.14 eV

CARTESIAN COORDINATES (ANGSTROEM)
Te -2.571 -2.224 -0.292
Sn 0.600 0.030 0.266
Si -0.042 4.067 -0.043
Si 0.852 2.140 -2.459
Si -4.801 -1.560 -2.706
Si -2.791 -4.259 2.342
Si 2.831 3.113 -0.328
O 0.470 0.492 -2.339
N 1.469 -2.828 0.029
N -2.235 1.187 -0.267
N 0.721 0.463 2.602
N 2.631 -0.601 1.088
N -3.521 1.339 0.347
C 0.597 5.826 -0.335
C 1.979 0.496 3.100
C -3.096 -6.017 2.932
C 4.775 -1.319 0.097
C 2.230 1.002 4.393
C 3.548 -3.573 -0.956
C -6.589 -1.137 -3.097
C -1.848 4.211 -0.675
C -3.036 -4.189 0.476
C -0.526 2.880 -3.516
C 2.884 -4.713 -1.455
C -0.252 3.958 1.835
C 1.035 2.674 -0.697
C -0.144 1.353 4.630
C 0.448 -0.389 -3.437
C 2.344 2.165 -3.616
C 4.016 1.738 -0.852
C 1.120 1.450 5.140
C -4.590 -1.716 -0.846
C 1.558 -4.889 -1.195
C 3.428 -1.476 0.357
C 3.593 4.654 -1.137
C 3.028 -0.067 2.284
C -4.349 -3.171 -3.553
C 2.792 -2.641 -0.204
C 0.895 -3.905 -0.441
C 5.514 -2.246 -0.660
C 4.534 0.449 4.139
C 4.289 -0.092 2.865
C 3.103 3.438 1.517
C 3.547 1.004 4.900
C -0.298 0.845 3.335
C -1.039 -3.753 2.790
C 4.926 -3.358 -1.181
C -4.039 -3.108 3.141
C -3.690 -0.180 -3.336
H -4.075 -4.378 0.208
H -2.640 -0.388 -3.120
H -3.959 0.775 -2.884
H 2.015 1.957 -4.636
H 5.545 0.416 4.524
H -2.104 3.611 -1.537
H 3.746 1.417 5.879
H -6.871 -0.175 -2.671
H -0.317 2.926 2.165
H -0.114 -1.280 -3.151
H -0.381 2.592 -4.558
H -5.228 -2.495 -0.430
H 3.510 0.852 -1.228
H -0.331 -4.556 2.587
H -7.266 -1.890 -2.696
H -3.310 -3.437 -3.360
H -4.808 -0.782 -0.332
H 5.109 -0.561 2.353
H -4.077 -6.375 2.621
H -2.433 -4.928 -0.052
H -4.977 -3.989 -3.198
H -0.519 3.969 -3.476
H -4.487 -3.092 -4.631
H -2.030 5.249 -0.952
H -2.349 -6.702 2.533
H 2.882 4.475 1.772
H -0.968 -3.515 3.852
H 4.709 2.075 -1.622
H 3.546 4.635 -2.222
H 1.018 -5.754 -1.552
H 2.852 3.122 -3.634
H -1.010 1.669 5.193
H -1.516 2.539 -3.221
H -0.036 0.066 -4.305
H 6.564 -2.055 -0.835
H -2.553 3.975 0.126
H 5.285 -0.437 0.440
H -3.384 1.358 1.352
H -3.783 -0.068 -4.416
H 1.461 -0.686 -3.717
H 3.078 1.410 -3.343
H 5.489 -4.078 -1.759
H -0.709 -2.873 2.234
H 0.873 6.002 -1.374
H -5.059 -3.431 2.930
H -1.728 2.070 -0.288
H -3.925 -2.090 2.767
H 3.446 -5.435 -2.033
H -3.051 -6.076 4.020
H 4.649 4.691 -0.860
H -0.191 6.535 -0.073
H -1.276 0.756 2.877
H -6.750 -1.085 -4.174
H -3.949 2.227 0.083
H 0.587 4.411 2.361
H 1.460 6.055 0.288
H -2.387 0.924 -1.234
H 2.480 2.806 2.144
H 4.145 3.249 1.784
H 3.139 5.582 -0.804
H -1.159 4.473 2.157
H -3.914 -3.088 4.224
H -0.156 -4.028 -0.221
H 1.287 1.856 6.130
H 4.603 1.437 0.013

These are the Löwdin partial charges, in e, on atoms 1 to 5: 1.149 1.328 0.395 0.286 0.380